No. 1
Entry from the OMol25 dataset: C23H49N2OP3SW as an isolated structure (ωB97M-V with the def2-TZVPD basis set).

Summary:
**Multiplicity**: 3
**Maximum force**: 0.100 Eh/bohr
**<S²>**: 2.057
**Net charge**: +4
**Energy above the lowest of the compared OMol25 structures with the same formula, charge and spin**: 0.0 kcal/mol

Positions of all 80 atoms, in Å:
W (-0.109, 1.657, -1.474)
P (1.563, 2.622, -0.087)
P (-1.351, 1.321, 0.623)
P (-1.666, 3.104, -2.293)
H (-0.366, -0.253, -3.746)
C (-0.038, 0.784, -3.592)
C (1.232, 0.948, -2.848)
H (2.008, 0.164, -2.788)
C (2.780, 1.594, 0.844)
C (1.255, 3.910, 1.246)
C (2.500, 3.724, -1.208)
C (-2.885, 0.303, 0.612)
C (-0.478, 0.823, 2.197)
C (-2.007, 2.943, 1.229)
C (-1.329, 3.417, -4.051)
C (-1.545, 4.826, -1.681)
C (-3.395, 2.558, -2.213)
H (0.097, 1.107, -4.637)
H (1.554, 2.040, -2.732)
H (3.652, 1.404, 0.202)
H (2.360, 0.630, 1.171)
H (3.100, 2.143, 1.745)
H (0.908, 3.473, 2.193)
H (0.549, 4.679, 0.900)
H (2.225, 4.391, 1.440)
H (3.010, 3.163, -1.996)
H (3.255, 4.242, -0.600)
H (1.842, 4.473, -1.666)
H (-3.506, 0.574, 1.481)
H (-2.654, -0.776, 0.633)
H (-3.462, 0.514, -0.304)
H (-1.240, 0.529, 2.943)
H (0.067, 1.683, 2.622)
H (0.243, -0.004, 2.087)
H (-2.733, 2.731, 2.030)
H (-2.492, 3.491, 0.413)
H (-1.180, 3.548, 1.618)
H (-2.151, 4.060, -4.388)
H (-1.319, 2.491, -4.632)
H (-0.346, 3.894, -4.166)
H (-2.271, 5.406, -2.258)
H (-0.542, 5.222, -1.875)
H (-1.752, 4.930, -0.614)
H (-3.968, 3.197, -2.898)
H (-3.800, 2.637, -1.197)
H (-3.491, 1.511, -2.528)
C (-0.408, -1.790, -2.008)
C (-1.806, -1.642, -2.061)
C (-2.490, -2.174, -3.151)
C (-1.805, -2.788, -4.205)
C (-0.424, -2.971, -4.120)
C (0.319, -2.356, -3.096)
S (0.416, -1.017, -0.651)
H (0.051, -1.832, 0.391)
H (-2.322, -1.094, -1.272)
H (-3.577, -2.126, -3.156)
H (-2.342, -3.162, -5.079)
H (0.126, -3.528, -4.871)
H (1.411, -2.215, -3.133)
C (2.184, -3.668, 0.834)
N (1.888, -3.986, 2.225)
C (1.481, -5.356, 2.471)
C (1.540, -5.656, 3.954)
C (0.876, -4.582, 4.793)
N (1.224, -3.258, 4.359)
C (1.050, -2.174, 5.254)
C (1.621, -2.933, 3.090)
O (1.769, -1.754, 2.709)
H (2.842, -2.787, 0.810)
H (1.278, -3.426, 0.234)
H (2.707, -4.542, 0.397)
H (0.457, -5.562, 2.087)
H (2.189, -6.003, 1.924)
H (2.579, -5.754, 4.288)
H (1.043, -6.617, 4.131)
H (1.206, -4.691, 5.824)
H (-0.213, -4.708, 4.790)
H (0.570, -2.551, 6.136)
H (1.999, -1.727, 5.525)
H (0.438, -1.397, 4.825)


No. 2
Entry from the OMol25 dataset: a 6-piece molecular cluster, C23H49N3O19S overall (ωB97M-V with the def2-TZVPD basis set).

Summary:
**E**: -2897.5702 Eh
**Maximum force**: 0.141 Eh/bohr
**Structure (SMILES)**: CCCC[C@H]1OS(=O)(=O)O[C@H]1CC(N)(N)N.COC(=O)OC.COC(=O)OC.COC(=O)OC.COC(=O)OC.COC(=O)OC

Positions of all 95 atoms, in Å:
C (5.064, -0.808, 2.062)
C (4.679, -0.542, 0.470)
C (3.039, -0.765, 0.239)
C (2.142, 0.537, 0.670)
C (0.919, 0.208, 1.723)
O (1.281, 1.115, 2.862)
S (0.515, 2.630, 2.483)
O (1.599, 3.747, 2.334)
O (-0.432, 3.212, 3.603)
O (-0.355, 2.173, 1.048)
C (-0.585, 0.749, 1.338)
C (-1.562, -0.148, 0.373)
C (-2.272, -1.390, 1.200)
N (-2.423, -2.602, 0.256)
N (-1.520, -1.813, 2.448)
N (-3.654, -0.915, 1.671)
H (4.301, -1.579, 2.529)
H (4.949, 0.206, 2.641)
H (6.141, -1.263, 2.171)
H (5.313, -1.313, -0.177)
H (5.031, 0.533, 0.099)
H (2.764, -1.762, 0.810)
H (2.877, -1.006, -0.913)
H (2.837, 1.399, 1.064)
H (1.616, 0.931, -0.324)
H (1.003, -0.954, 1.913)
H (-1.131, 0.805, 2.390)
H (-2.466, 0.524, -0.022)
H (-1.017, -0.588, -0.590)
H (-1.554, -3.188, 0.400)
H (-3.239, -3.153, 0.637)
H (-1.915, -2.731, 2.809)
H (-1.728, -1.124, 3.232)
H (-4.222, -0.551, 0.874)
H (-3.574, -0.231, 2.457)
C (-1.330, -7.912, 2.882)
O (-2.752, -7.806, 2.837)
C (-3.218, -6.532, 2.874)
O (-2.537, -5.521, 2.940)
O (-4.573, -6.578, 2.825)
C (-5.205, -5.300, 2.856)
H (-1.069, -8.973, 2.847)
H (-0.878, -7.417, 2.016)
H (-0.941, -7.493, 3.816)
H (-4.908, -4.701, 1.989)
H (-4.971, -4.776, 3.789)
H (-6.286, -5.457, 2.812)
C (-0.183, 0.740, 6.083)
O (0.141, -0.117, 7.176)
C (-0.190, -1.419, 6.981)
O (-0.720, -1.883, 5.984)
O (0.170, -2.115, 8.089)
C (-0.120, -3.510, 8.026)
H (0.125, 1.755, 6.347)
H (0.361, 0.439, 5.182)
H (-1.262, 0.744, 5.902)
H (0.427, -3.981, 7.203)
H (-1.197, -3.676, 7.923)
H (0.210, -3.966, 8.963)
C (3.044, -1.295, -5.985)
O (3.457, 0.063, -5.846)
C (3.713, 0.441, -4.568)
O (3.619, -0.269, -3.578)
O (4.092, 1.743, -4.581)
C (4.395, 2.280, -3.295)
H (2.867, -1.487, -7.047)
H (3.830, -1.974, -5.639)
H (2.110, -1.472, -5.442)
H (5.235, 1.743, -2.842)
H (3.515, 2.245, -2.645)
H (4.686, 3.326, -3.426)
C (-4.472, 5.476, -2.750)
O (-4.089, 5.696, -1.394)
C (-3.485, 4.634, -0.805)
O (-3.257, 3.556, -1.331)
O (-3.177, 4.979, 0.471)
C (-2.532, 3.950, 1.218)
H (-4.944, 6.390, -3.121)
H (-3.593, 5.267, -3.370)
H (-5.198, 4.660, -2.819)
H (-1.576, 3.680, 0.757)
H (-3.181, 3.073, 1.308)
H (-2.333, 4.335, 2.222)
C (-0.125, 4.484, -10.040)
O (0.969, 3.638, -9.691)
C (1.310, 3.677, -8.378)
O (0.770, 4.354, -7.518)
O (2.355, 2.833, -8.189)
C (2.824, 2.771, -6.844)
H (-0.310, 4.373, -11.111)
H (-1.030, 4.185, -9.501)
H (0.119, 5.532, -9.839)
H (2.036, 2.405, -6.177)
H (3.185, 3.751, -6.515)
H (3.659, 2.067, -6.809)


No. 3
Entry from the OMol25 dataset: C23H49N3P4RhSe as an isolated structure (ωB97M-V with the def2-TZVPD basis set).

Summary:
**Multiplicity**: 5
**Maximum force**: 0.053 Eh/bohr
**<S²>**: 6.040
**Net charge**: +3
**Energy above the lowest of the compared OMol25 structures with the same formula, charge and spin**: 8.0 kcal/mol

Positions of all 81 atoms, in Å:
Rh (0.556, 0.758, 0.327)
P (1.460, 1.727, 2.310)
P (-0.798, 2.442, -0.564)
P (2.348, 1.435, -0.988)
H (1.212, -2.866, 0.346)
C (1.623, -1.899, 0.024)
C (1.851, -0.918, 1.139)
H (1.449, -1.216, 2.114)
C (0.682, 1.145, 3.862)
C (1.283, 3.543, 2.377)
C (3.247, 1.493, 2.672)
C (-1.712, 2.129, -2.122)
C (-2.170, 2.976, 0.527)
C (-0.034, 4.065, -0.966)
C (3.830, 0.360, -1.022)
C (3.150, 3.058, -0.679)
C (1.858, 1.467, -2.747)
H (2.514, -2.074, -0.588)
H (2.890, -0.611, 1.230)
H (0.444, 0.075, 3.808)
H (-0.238, 1.709, 4.060)
H (1.372, 1.300, 4.702)
H (0.240, 3.841, 2.214)
H (1.925, 4.029, 1.631)
H (1.592, 3.887, 3.373)
H (3.493, 0.429, 2.753)
H (3.469, 1.967, 3.638)
H (3.887, 1.948, 1.908)
H (-2.291, 3.025, -2.385)
H (-2.398, 1.283, -2.005)
H (-1.017, 1.903, -2.938)
H (-2.538, 3.958, 0.199)
H (-1.831, 3.063, 1.566)
H (-3.005, 2.267, 0.472)
H (-0.838, 4.783, -1.184)
H (0.610, 4.005, -1.851)
H (0.536, 4.449, -0.114)
H (4.546, 0.802, -1.728)
H (3.585, -0.652, -1.360)
H (4.304, 0.313, -0.034)
H (3.979, 3.151, -1.395)
H (3.563, 3.126, 0.335)
H (2.467, 3.897, -0.837)
H (2.774, 1.478, -3.353)
H (1.262, 2.355, -2.988)
H (1.269, 0.567, -2.994)
C (-0.176, -2.700, -3.931)
C (0.497, -3.717, -3.204)
C (0.889, -4.899, -3.828)
C (0.624, -5.108, -5.192)
C (-0.002, -4.092, -5.936)
C (-0.387, -2.905, -5.321)
Se (-0.802, -1.164, -3.150)
H (0.879, -1.372, -0.610)
H (0.680, -3.547, -2.147)
H (1.408, -5.667, -3.251)
H (0.909, -6.043, -5.664)
H (-0.186, -4.226, -7.002)
H (-0.871, -2.109, -5.878)
C (-4.351, -1.096, 1.710)
N (-3.540, -1.855, 0.726)
C (-2.970, -3.045, 1.394)
N (-2.170, -2.698, 2.592)
C (-2.994, -1.928, 3.539)
N (-3.569, -0.712, 2.908)
C (-2.533, 0.270, 2.586)
P (-1.292, -0.408, 1.324)
C (-2.533, -1.030, 0.076)
C (-0.934, -2.014, 2.242)
H (-5.180, -1.748, 2.027)
H (-4.740, -0.184, 1.234)
H (-2.335, -3.591, 0.681)
H (-3.810, -3.677, 1.722)
H (-2.381, -1.625, 4.400)
H (-3.823, -2.571, 3.872)
H (-3.012, 1.170, 2.184)
H (-1.988, 0.547, 3.500)
H (-2.016, -1.609, -0.707)
H (-3.007, -0.163, -0.413)
H (-0.324, -2.672, 1.611)
H (-0.364, -1.788, 3.157)


No. 4
Entry from the OMol25 dataset: C23H50AsBr6F6O33S9 as an isolated structure (ωB97M-V with the def2-TZVPD basis set).

Summary:
**E**: -25251.9390 Eh
**Maximum force**: 0.115 Eh/bohr
**Net charge**: -1

Positions of all 128 atoms, in Å:
As (0.650, 0.910, -1.500)
F (2.373, 1.195, -1.186)
F (1.141, -0.531, -2.548)
F (-1.083, 0.575, -1.650)
F (0.351, 2.329, -0.453)
F (0.750, 1.860, -3.012)
F (0.600, -0.185, -0.037)
O (6.499, -0.452, 2.740)
S (5.329, 0.221, 3.329)
O (5.508, 1.597, 3.856)
O (4.136, 0.332, 2.130)
C (3.959, 1.547, 1.441)
C (5.242, 1.793, 0.688)
C (4.550, -0.895, 4.643)
H (3.607, 2.419, 1.993)
H (3.109, 1.341, 0.790)
H (6.194, 2.017, 1.169)
H (5.224, 2.630, -0.010)
H (5.387, 0.900, 0.080)
H (5.069, -0.763, 5.593)
H (4.761, -1.886, 4.241)
H (3.495, -0.687, 4.470)
O (-4.019, 2.526, 3.540)
S (-2.682, 2.028, 3.176)
O (-1.558, 2.903, 2.986)
O (-2.221, 0.785, 4.201)
C (-2.097, 1.073, 5.541)
C (-1.990, -0.185, 6.372)
C (-2.836, 1.008, 1.702)
H (-3.038, 1.511, 5.873)
H (-1.232, 1.731, 5.627)
H (-1.186, -0.784, 5.944)
H (-2.871, -0.827, 6.381)
H (-1.702, 0.125, 7.377)
H (-3.512, 0.196, 1.972)
H (-1.913, 0.603, 1.287)
H (-3.412, 1.710, 1.100)
O (0.916, -2.194, 5.095)
S (0.644, -2.624, 3.727)
O (1.551, -3.583, 3.006)
O (-0.910, -3.231, 3.675)
C (-1.134, -4.400, 4.389)
C (-2.370, -4.994, 3.794)
C (0.286, -1.175, 2.593)
H (-1.371, -4.108, 5.412)
H (-0.352, -5.160, 4.413)
H (-2.075, -5.642, 2.968)
H (-3.120, -4.308, 3.401)
H (-3.007, -5.462, 4.544)
H (1.130, -0.495, 2.710)
H (-0.587, -0.743, 3.082)
H (0.118, -1.575, 1.593)
C (3.860, 1.169, -4.479)
Br (5.307, 0.773, -3.186)
Br (3.417, -0.436, -5.562)
Br (4.337, 2.758, -5.501)
H (2.978, 1.394, -3.879)
C (2.970, 4.807, -1.010)
Br (2.857, 5.845, 0.655)
Br (4.669, 4.870, -1.976)
Br (1.621, 5.497, -2.223)
H (2.773, 3.754, -0.808)
C (3.495, -2.328, 0.151)
C (5.105, -2.136, 0.104)
O (5.575, -3.452, 0.214)
S (4.474, -4.606, 0.792)
O (4.587, -4.716, 2.298)
O (4.503, -5.779, -0.066)
O (3.176, -3.673, 0.411)
H (3.066, -1.978, -0.788)
H (3.004, -1.732, 0.921)
H (5.389, -1.517, 0.955)
H (5.406, -1.719, -0.858)
C (-2.739, 4.727, -3.945)
C (-1.586, 3.836, -3.425)
O (-2.203, 2.591, -3.091)
S (-3.705, 2.807, -2.539)
O (-3.698, 2.918, -1.102)
O (-4.758, 1.968, -3.113)
O (-3.816, 4.361, -3.125)
H (-3.022, 4.396, -4.944)
H (-2.448, 5.776, -3.894)
H (-1.285, 4.212, -2.447)
H (-0.694, 3.681, -4.032)
C (-0.461, -1.676, -5.254)
C (-1.506, -0.607, -4.830)
O (-2.709, -0.849, -5.553)
S (-2.912, -2.447, -5.817)
O (-3.735, -2.678, -6.991)
O (-3.392, -2.995, -4.569)
O (-1.211, -2.610, -6.055)
H (0.067, -2.193, -4.452)
H (0.377, -1.326, -5.857)
H (-1.133, 0.402, -5.007)
H (-1.789, -0.763, -3.790)
C (-1.318, 5.512, 0.582)
C (-2.864, 5.526, 0.798)
O (-3.434, 6.365, -0.157)
S (-2.383, 7.564, -0.690)
O (-2.792, 8.886, -0.144)
O (-2.184, 7.514, -2.124)
O (-1.133, 6.885, 0.181)
H (-0.931, 4.800, -0.146)
H (-0.860, 5.339, 1.555)
H (-3.071, 6.008, 1.753)
H (-3.175, 4.508, 0.561)
C (-3.005, -1.962, -0.724)
C (-4.100, -2.422, -1.659)
O (-5.246, -2.354, -0.892)
S (-5.209, -1.354, 0.464)
O (-5.050, -2.281, 1.588)
O (-6.072, -0.222, 0.352)
O (-3.643, -0.922, -0.044)
H (-2.231, -1.514, -1.347)
H (-2.535, -2.726, -0.104)
H (-3.953, -3.427, -2.054)
H (-4.185, -1.761, -2.522)
C (1.554, -4.451, -1.954)
C (0.510, -3.467, -1.326)
O (-0.744, -3.890, -1.880)
S (-0.603, -5.313, -2.703)
O (-1.448, -5.307, -3.898)
O (-0.734, -6.515, -1.873)
O (0.991, -5.124, -2.996)
H (1.751, -5.201, -1.188)
H (2.508, -4.053, -2.298)
H (0.659, -2.394, -1.453)
H (0.424, -3.551, -0.242)


No. 5
Entry from the OMol25 dataset: a 3-piece molecular cluster, C23H50BNO8 overall (ωB97M-V with the def2-TZVPD basis set).

Summary:
**Maximum force**: 0.069 Eh/bohr
**Structure (SMILES)**: [H]/N=C\CB(CCCC(=O)O)[C@H](C)CCC.COCCOCCOC.COCCOCCOC
**Energy above the lowest of the compared OMol25 structures with the same formula, charge and spin**: 15.4 kcal/mol

Positions of all 83 atoms, in Å:
H (5.629, 1.906, -4.464)
N (5.407, 2.788, -4.006)
C (4.348, 2.641, -3.360)
C (3.591, 1.335, -3.321)
B (3.009, 0.950, -1.885)
C (1.439, 1.106, -1.708)
C (0.724, -0.148, -2.258)
C (1.067, -1.429, -1.484)
C (1.900, -2.444, -2.227)
O (1.973, -3.532, -1.826)
O (2.537, -2.087, -3.381)
C (3.887, 0.392, -0.699)
C (3.381, 0.807, 0.713)
C (5.404, 0.675, -0.820)
C (6.262, -0.598, -0.704)
C (6.027, -1.483, -1.939)
H (4.019, 3.512, -2.804)
H (2.749, 1.436, -4.006)
H (4.189, 0.509, -3.703)
H (1.135, 1.338, -0.689)
H (1.129, 1.959, -2.313)
H (-0.344, 0.014, -2.264)
H (1.027, -0.259, -3.294)
H (0.129, -1.928, -1.277)
H (1.486, -1.194, -0.515)
H (3.411, -1.711, -3.201)
H (3.782, -0.699, -0.741)
H (2.701, 0.048, 1.080)
H (4.189, 0.974, 1.408)
H (2.799, 1.718, 0.652)
H (5.701, 1.155, -1.747)
H (5.722, 1.323, -0.011)
H (6.046, -1.111, 0.226)
H (7.294, -0.275, -0.751)
H (5.932, -0.832, -2.801)
H (5.142, -2.107, -1.836)
H (6.868, -2.138, -2.142)
C (-3.169, 0.066, 3.863)
O (-1.959, -0.663, 3.879)
C (-1.712, -1.328, 5.109)
C (-1.075, -2.685, 4.886)
O (-1.956, -3.676, 4.374)
C (-2.381, -3.552, 3.024)
C (-1.306, -3.799, 1.987)
O (-0.409, -2.702, 1.915)
C (0.912, -3.079, 1.576)
H (-3.097, 0.960, 4.494)
H (-3.360, 0.373, 2.835)
H (-4.009, -0.554, 4.196)
H (-2.639, -1.458, 5.678)
H (-1.027, -0.708, 5.701)
H (-0.762, -3.065, 5.862)
H (-0.173, -2.603, 4.278)
H (-2.876, -2.594, 2.857)
H (-3.140, -4.328, 2.895)
H (-1.785, -3.912, 1.005)
H (-0.769, -4.724, 2.226)
H (1.272, -3.897, 2.210)
H (1.552, -2.212, 1.742)
H (0.957, -3.369, 0.524)
C (-3.467, -0.690, -0.413)
O (-3.642, 0.617, 0.092)
C (-2.483, 1.426, -0.041)
C (-2.842, 2.853, -0.394)
O (-3.288, 3.040, -1.731)
C (-4.575, 2.555, -2.089)
C (-5.733, 3.315, -1.477)
O (-5.891, 2.995, -0.104)
C (-6.358, 4.079, 0.671)
H (-2.806, -1.276, 0.237)
H (-4.446, -1.167, -0.447)
H (-3.062, -0.670, -1.432)
H (-1.813, 1.024, -0.808)
H (-1.953, 1.411, 0.921)
H (-1.928, 3.446, -0.316)
H (-3.550, 3.273, 0.321)
H (-4.660, 1.484, -1.901)
H (-4.634, 2.693, -3.171)
H (-6.658, 3.032, -1.996)
H (-5.568, 4.390, -1.610)
H (-5.753, 4.976, 0.498)
H (-6.260, 3.799, 1.719)
H (-7.411, 4.290, 0.454)


Q: Which of these has the highest maximum force?
A: C23H49N3O19S